No. 1
Molecular formula: C14H18
Method: DFT, ωB97M-V with the def2-TZVPD basis set

XYZ file:
```
32
C14H18 ωB97M-V with the def2-TZVPD basis set
C -0.776 -0.036 -1.797
C 1.642 -1.143 -0.531
C -2.752 0.255 -0.261
C -1.308 -2.983 0.210
C -0.521 -0.389 0.699
C -0.810 -0.086 2.254
C -1.147 0.442 -0.445
C -1.026 -1.860 0.549
C 1.663 0.811 0.736
C -0.895 1.976 -0.255
C 2.985 -1.019 -0.836
C 3.621 0.123 -0.475
C 2.974 0.998 0.389
C 0.973 -0.321 0.364
H -1.876 -3.838 0.261
H -1.860 0.000 2.387
H -0.019 2.326 -0.743
H -3.304 0.715 -1.039
H 1.076 -1.973 -1.046
H 3.431 1.876 0.751
H -1.111 -1.047 -2.037
H 3.391 -1.729 -1.574
H 4.645 0.227 -0.819
H -1.770 2.489 -0.444
H -0.303 0.783 2.582
H -1.187 0.698 -2.493
H -0.451 -0.972 2.708
H 0.226 0.068 -1.864
H -0.774 2.100 0.786
H 1.216 1.457 1.439
H -3.035 -0.759 -0.158
H -2.921 0.811 0.705
```

For the HOMO energy, the calculation gives -9.04 eV. Its energy above the lowest of the compared OMol25 structures with the same formula, charge and spin is 6.7 kcal/mol. Its total charge is 0. As for the energy: -544.1371 Eh. The calculation puts the gap between HOMO and LUMO at 9.9 eV.

No. 2
Molecular formula: C14H18AsBrGaNO
Method: DFT, ωB97M-V with the def2-TZVPD basis set

XYZ file:
```
37
C14H18AsBrGaNO ωB97M-V with the def2-TZVPD basis set
Br 4.858 -1.253 1.460
As -0.631 0.462 1.628
Ga -0.216 0.079 -0.757
O -0.275 -1.101 -3.319
N 1.264 -1.259 -0.477
C 1.109 -2.533 -0.877
C 2.054 -3.496 -0.582
C 3.354 -1.815 0.518
C 0.760 1.050 2.817
C -0.278 2.167 -2.718
C 2.374 -0.900 0.199
C 3.189 -3.141 0.128
C -1.281 1.168 -3.217
C -2.193 2.378 -1.464
C -2.481 1.412 -2.354
C -0.814 2.834 -1.672
C -0.665 -0.145 -2.748
C -1.144 -1.287 2.259
C -2.146 1.589 1.982
H -1.919 -1.712 1.624
H -1.925 2.617 1.703
H 0.353 0.951 3.823
H 2.487 0.142 0.470
H 1.904 -4.512 -0.920
H 1.644 0.425 2.716
H -3.008 1.227 1.427
H -3.419 0.890 -2.478
H -2.353 1.540 3.050
H -2.875 2.795 -0.736
H 3.944 -3.877 0.371
H 1.009 2.090 2.617
H 0.705 2.296 -3.150
H -1.470 1.173 -4.292
H 0.227 -2.764 -1.459
H -1.533 -1.175 3.270
H -0.276 -1.945 2.275
H -0.333 3.631 -1.119
```

For the HOMO energy, the calculation gives -15.74 eV. Its energy above the lowest of the compared OMol25 structures with the same formula, charge and spin is 0.0 kcal/mol. Its total charge is +2. As for the energy: -7408.2255 Eh. The calculation puts the gap between HOMO and LUMO at 8.3 eV.

No. 3
Molecular formula: C14H18BF8N4NiO4S3
Method: DFT, ωB97M-V with the def2-TZVPD basis set

XYZ file:
```
53
C14H18BF8N4NiO4S3 ωB97M-V with the def2-TZVPD basis set
Ni 0.280 -0.262 0.106
S -1.056 -1.443 2.824
S -0.792 1.218 2.202
S 0.856 2.238 -1.697
F 1.540 -1.284 3.231
F -0.402 2.657 4.373
F -0.347 -0.979 -2.821
F -0.984 3.773 2.613
F 0.366 -1.619 5.023
F -2.457 2.613 3.691
F -2.145 -1.107 -1.546
F 0.674 -3.235 3.615
O -1.670 1.362 1.065
O -2.082 -2.214 3.446
O 0.618 1.312 1.913
O -0.748 -1.708 1.435
N -0.983 1.869 -3.624
N 4.439 1.044 0.997
N -1.826 2.326 -1.648
N -1.196 0.075 3.174
C 3.276 -0.649 -0.502
C 2.020 -1.209 -0.226
C -1.186 2.649 3.299
C 3.897 0.469 2.215
C 1.882 -2.586 -0.456
C -0.679 2.155 -2.329
C 0.483 -1.920 3.727
C 3.574 0.800 -0.163
C 4.115 -2.782 -1.304
C 5.826 0.671 0.826
C 2.904 -3.372 -0.967
C 4.288 -1.428 -1.072
C -2.996 1.921 -2.413
C -2.387 1.491 -3.765
B -0.813 -0.813 -1.559
H -2.489 0.417 -3.926
H 3.921 -0.634 2.215
H -3.509 1.095 -1.922
H -1.794 2.282 -0.638
H 5.225 -0.959 -1.353
H 2.749 -4.434 -1.126
H 4.912 -3.368 -1.748
H 6.406 1.075 1.661
H 0.928 -3.063 -0.245
H 4.478 0.824 3.070
H 2.862 0.783 2.341
H 6.216 1.101 -0.099
H 5.994 -0.417 0.800
H 2.633 1.307 0.056
H -0.266 1.387 -4.139
H -2.849 2.020 -4.600
H -3.694 2.752 -2.531
H 4.027 1.309 -1.020
```

For the HOMO energy (spin up / spin down), the calculation gives -4.37 / -5.37 eV. The expectation value of S² is 2.01. Its total charge is -1. As for the energy: -4591.0668 Eh. The calculation puts the gap between HOMO and LUMO (spin up / spin down) at 7.0 / 8.0 eV. As for the multiplicity: 3.

No. 4
Molecular formula: C14H18BeN2O2
Method: DFT, ωB97M-V with the def2-TZVPD basis set

XYZ file:
```
37
C14H18BeN2O2 ωB97M-V with the def2-TZVPD basis set
O 1.061 0.262 2.118
O 0.285 -0.651 4.063
N 1.030 -1.559 0.126
N 1.498 1.009 -0.567
C -1.046 1.502 0.643
C 1.727 -3.834 0.414
C 2.469 2.683 -1.971
C 0.323 -0.551 2.844
C 1.522 2.275 -1.041
C 2.143 -1.317 -0.610
C 2.842 -3.631 -0.397
C 0.857 -2.770 0.659
C 3.432 1.770 -2.399
C -5.409 1.645 0.057
C -5.402 0.348 0.860
C 3.050 -2.350 -0.915
C 3.373 0.444 -1.955
C 2.361 0.072 -1.060
Be 0.459 0.623 0.732
H -6.180 0.362 1.627
H -0.961 2.516 1.036
H 1.528 -4.795 0.891
H -5.593 -0.512 0.215
H -1.292 1.561 -0.425
H 4.210 2.070 -3.097
H 4.065 -0.321 -2.299
H -0.009 -2.917 1.317
H 2.441 3.712 -2.336
H -0.333 -1.218 2.242
H -4.442 0.194 1.357
H -5.397 2.517 0.715
H 3.896 -2.112 -1.550
H -6.307 1.716 -0.562
H 3.530 -4.443 -0.628
H -1.914 1.060 1.150
H -4.544 1.710 -0.604
H 0.728 2.931 -0.654
```

For the HOMO energy, the calculation gives -8.59 eV. Its energy above the lowest of the compared OMol25 structures with the same formula, charge and spin is 2.1 kcal/mol. Its total charge is 0. As for the energy: -819.0966 Eh. The calculation puts the gap between HOMO and LUMO at 7.5 eV.

- total charge of number 1 (C14H18)?
  0

- Among the records above, which one has the highest energy?
  C14H18

- Which formula does entry 1 have?
  C14H18